C34H39BN9O6S3Ta | wB97M-V/def2-TZVPD

XYZ file:
```
93
Properties=species:S:1:pos:R:3:forces:R:3
Ta 1.447 0.675 0.075 -0.24 1.01 2.19
C 4.489 -2.830 -1.902 0.05 0.14 0.05
C 3.829 -1.805 -1.033 0.01 0.13 -0.06
N 2.953 -1.990 -0.118 0.02 -0.15 -0.05
O 2.526 -3.253 0.152 -0.13 0.18 0.16
C 4.131 -0.355 -1.245 0.15 -0.15 0.23
C 5.302 0.166 -1.995 0.06 -0.07 -0.03
N 3.270 0.389 -0.687 0.11 0.61 -0.67
O 3.140 1.734 -0.591 0.07 -0.65 -0.23
H 4.025 -3.812 -1.846 0.01 -0.02 -0.05
H 5.543 -2.945 -1.640 -0.02 0.00 0.01
H 4.435 -2.511 -2.943 0.01 -0.01 0.02
H 3.007 -3.889 -0.397 0.06 -0.14 -0.05
H 6.204 -0.395 -1.750 -0.02 0.01 -0.02
H 5.457 1.221 -1.776 -0.03 -0.03 0.00
H 5.122 0.058 -3.070 0.03 -0.01 0.05
C -1.302 -1.619 3.075 -0.02 -0.12 -0.05
C -0.762 -0.895 2.007 0.12 -0.19 0.07
N 0.505 -0.502 1.976 0.06 0.21 -0.60
C 1.297 -0.789 3.036 -0.14 0.05 -0.06
C 0.841 -1.496 4.145 -0.08 -0.13 0.23
C -0.499 -1.927 4.139 -0.01 -0.12 0.13
C 1.734 -1.747 5.243 -0.15 -0.06 -0.02
C 3.000 -1.289 5.215 0.13 0.05 -0.03
C 3.482 -0.546 4.084 0.12 -0.06 0.20
C 4.782 -0.020 4.020 0.09 -0.03 0.13
C 5.157 0.720 2.930 0.02 0.02 -0.04
C 4.238 0.909 1.894 0.11 0.04 0.12
N 3.020 0.397 1.917 -0.14 0.25 -0.51
C 2.635 -0.308 3.003 0.09 0.06 -0.07
H -2.341 -1.924 3.026 0.07 0.02 -0.02
H -1.378 -0.668 1.153 -0.04 0.02 0.01
H -0.879 -2.499 4.981 0.02 0.06 -0.07
H 1.363 -2.303 6.096 0.01 0.03 -0.05
H 3.673 -1.463 6.046 -0.02 0.00 -0.04
H 5.471 -0.196 4.839 -0.03 0.03 -0.04
H 6.142 1.158 2.854 -0.04 0.00 0.00
H 4.497 1.512 1.033 0.01 -0.03 0.07
C 2.894 3.136 -3.263 -0.04 0.11 0.15
N 2.212 3.947 -2.258 0.26 -0.02 -0.23
C 2.562 5.239 -1.919 -0.01 -0.18 -0.08
C 1.642 5.664 -1.023 -0.16 -0.13 0.13
N 0.735 4.643 -0.823 -0.23 0.26 0.01
B -0.677 4.923 -0.177 0.03 0.04 -0.02
N -1.205 3.747 0.753 -0.07 0.35 0.11
C -2.554 3.714 1.040 0.20 0.00 -0.16
C -2.744 2.893 2.097 0.02 -0.16 0.03
N -1.503 2.409 2.446 -0.07 -0.13 0.40
C -1.244 1.622 3.655 -0.09 0.21 -0.07
C -0.581 2.954 1.621 -0.21 -0.17 -0.26
S 1.127 2.602 1.690 0.16 -0.27 -0.35
C 1.105 3.612 -1.575 0.16 0.15 0.02
S 0.289 2.079 -1.643 0.12 -0.42 0.48
H 3.960 3.127 -3.057 0.04 0.00 0.04
H 2.720 3.551 -4.251 -0.04 0.06 -0.07
H 2.503 2.125 -3.227 -0.03 -0.05 0.02
H 3.416 5.737 -2.348 -0.06 -0.08 0.02
H 1.548 6.611 -0.516 -0.05 -0.11 -0.06
H -0.557 5.907 0.512 0.00 -0.14 -0.09
H -1.487 5.052 -1.065 0.11 -0.06 0.15
H -3.264 4.288 0.466 0.11 -0.03 0.06
H -3.644 2.606 2.617 0.12 0.00 -0.02
H -1.914 0.767 3.685 -0.02 0.15 -0.01
H -1.412 2.241 4.532 -0.01 0.07 0.03
H -0.210 1.288 3.651 -0.07 0.06 -0.01
C -7.659 -2.499 -4.711 0.01 0.02 0.05
C -6.796 -2.365 -3.486 -0.05 0.03 -0.07
C -6.515 -3.469 -2.687 -0.05 -0.05 0.01
C -5.682 -3.363 -1.583 0.00 0.05 -0.02
C -5.140 -2.124 -1.271 0.12 0.03 -0.25
C -5.421 -0.995 -2.040 -0.07 -0.08 0.12
C -6.247 -1.125 -3.139 -0.04 0.03 -0.04
S -3.971 -2.009 0.024 -0.07 -0.21 0.09
O -4.228 -0.840 0.816 0.09 0.16 0.09
O -3.844 -3.302 0.624 0.12 -0.02 0.13
N -2.506 -1.681 -0.673 -0.01 0.05 -0.41
C -1.901 -2.631 -1.614 0.14 0.14 0.35
C -0.362 -2.644 -1.473 -0.45 0.17 0.16
C 0.326 -1.315 -1.448 0.00 0.26 -0.20
O 1.262 -0.995 -2.157 -0.01 -0.12 -0.06
O -0.046 -0.444 -0.487 -0.32 -0.80 -0.94
H -8.289 -3.386 -4.660 0.03 0.04 0.01
H -7.036 -2.584 -5.604 -0.01 0.00 0.02
H -8.300 -1.626 -4.841 0.03 -0.03 0.02
H -6.958 -4.428 -2.930 0.04 0.05 0.01
H -5.462 -4.221 -0.959 0.00 0.06 -0.07
H -5.025 -0.024 -1.758 0.00 -0.08 -0.04
H -6.486 -0.251 -3.736 0.02 -0.06 0.03
H -2.506 -0.720 -1.002 0.03 -0.08 0.03
H -2.205 -2.445 -2.644 0.01 0.10 -0.04
H -2.243 -3.626 -1.338 -0.10 -0.04 -0.05
H 0.086 -3.227 -2.273 0.01 -0.07 -0.03
H -0.123 -3.108 -0.512 0.05 -0.02 -0.03
```
Forces are in eV/Å.

## Properties
- 2S+1 = 1
- energy (Ha) = -3539.38094
- LUMO level (eV) = -6.37
- orbital gap (eV) = 6.68
- net charge = +2
- ΔE to the lowest compared entry with this formula, charge and spin (kJ/mol) = 167.5

These are the Löwdin partial charges, in e, on atoms 1 to 6: atom 1 (Ta): 1.621, atom 2 (C): 0.024, atom 3 (C): -0.253, atom 4 (N): 0.027, atom 5 (O): 0.022, atom 6 (C): -0.225